Entry 1:
119
Properties=species:S:1:pos:R:3 method="wB97M-V/def2-TZVPD" total_charge=+1 energy_ha=-9007.5804 orbital_gap_ha=0.264 homo_ev=-9.6249
C -1.728 4.305 -4.559
C -2.433 3.401 -3.542
C -1.532 2.283 -3.005
C -0.842 2.701 -1.692
C -0.924 1.515 -0.731
N -0.855 1.718 0.779
C -0.125 3.014 1.048
N 0.295 3.127 2.417
C -2.209 1.854 1.400
Br -3.329 3.080 0.366
C -2.981 0.545 1.635
Br -4.506 1.126 2.735
O -3.458 0.083 0.374
C -4.714 -0.135 0.139
N -5.707 -0.637 -0.153
C -2.125 -0.690 2.401
S -2.875 -1.025 4.016
P -2.408 -2.231 1.426
C -1.700 -2.410 -0.234
C -2.951 -3.740 2.281
C -0.640 -0.189 2.640
C 0.280 -1.454 2.715
C -0.028 -2.539 3.760
C 1.281 -3.081 4.293
N 1.801 -2.488 5.463
O 1.875 -3.972 3.732
P -0.349 0.622 4.291
C 1.380 1.011 4.735
C -1.465 1.910 4.887
C -0.137 0.474 1.309
C 1.379 0.597 1.123
C 2.009 -0.503 0.224
C 3.254 -1.122 0.834
O 3.880 -2.036 -0.041
H -2.321 5.190 -4.766
H -1.578 3.721 -5.463
H -0.749 4.576 -4.161
H -3.261 2.926 -4.068
H -2.885 3.965 -2.727
H -0.806 2.012 -3.768
H -2.166 1.419 -2.812
H -1.308 3.622 -1.372
H 0.199 2.915 -1.932
H -1.831 0.959 -0.943
H -0.108 0.858 -1.018
H -0.774 3.843 0.792
H 0.727 3.093 0.385
H 1.293 2.992 2.502
H 0.086 4.041 2.793
H -2.111 2.353 2.357
H -3.960 -1.721 3.654
H -1.960 -3.400 -0.601
H -0.618 -2.310 -0.338
H -2.162 -1.705 -0.923
H -2.549 -4.589 1.730
H -4.028 -3.858 2.292
H -2.542 -3.804 3.282
H 1.286 -1.105 2.945
H 0.369 -1.907 1.734
H -0.615 -2.188 4.597
H -0.490 -3.380 3.253
H 2.562 -1.856 5.247
H 1.078 -1.949 5.927
H 2.126 0.412 4.225
H 1.632 2.057 4.544
H 1.476 0.871 5.808
H -1.049 2.256 5.834
H -1.586 2.808 4.277
H -2.458 1.535 5.111
H -0.446 -0.298 0.604
H 1.906 0.564 2.074
H 1.686 1.525 0.655
H 2.328 -0.069 -0.724
H 1.295 -1.288 -0.022
H 3.028 -1.620 1.784
H 3.990 -0.347 1.045
H 3.267 -2.744 -0.265
C 0.472 -6.873 4.538
N -0.950 -6.472 4.733
O -1.588 -6.151 3.748
O -1.378 -6.489 5.863
H 0.706 -6.805 3.483
H 1.084 -6.193 5.123
H 0.573 -7.890 4.903
C 4.419 -4.975 2.230
N 4.658 -6.218 1.447
O 5.692 -6.819 1.626
O 3.779 -6.545 0.674
H 5.276 -4.801 2.869
H 4.292 -4.166 1.518
H 3.519 -5.121 2.813
C 1.079 -0.056 -5.269
N -0.004 0.738 -5.909
O -1.127 0.279 -5.922
O 0.303 1.824 -6.355
H 0.651 -0.991 -4.924
H 1.843 -0.225 -6.016
H 1.469 0.532 -4.448
C -5.221 -0.428 -4.504
N -4.207 -0.476 -3.418
O -3.550 -1.482 -3.287
O -4.095 0.515 -2.718
H -5.198 -1.373 -5.031
H -6.185 -0.256 -4.035
H -4.955 0.397 -5.157
C 4.558 3.017 -6.225
N 4.451 2.014 -5.132
O 3.648 1.106 -5.267
O 5.161 2.167 -4.168
H 3.859 2.746 -7.007
H 4.319 3.984 -5.793
H 5.583 2.996 -6.582
C 1.598 6.693 -4.160
N 2.420 5.453 -4.129
O 3.491 5.459 -4.689
O 1.943 4.499 -3.545
H 2.130 7.454 -4.717
H 0.657 6.440 -4.638
H 1.436 7.003 -3.132

Entry 2:
103
Properties=species:S:1:pos:R:3 method="wB97M-V/def2-TZVPD" total_charge=-2 energy_ha=-2922.6621 orbital_gap_ha=0.120 homo_ev=0.2636
C 2.338 -4.641 -0.202
O 2.509 -3.345 -0.716
C 1.302 -2.596 -0.672
C 1.361 -1.399 -1.579
C 1.982 -1.689 -2.944
C 3.011 -0.640 -3.378
C 4.491 -0.920 -3.054
C 5.030 -0.034 -1.928
C 4.827 -0.598 -0.497
In 3.697 0.658 0.973
O 2.010 -0.484 1.553
C 1.397 -0.030 2.733
C 0.641 -1.210 3.391
C -0.813 -0.852 3.656
C 1.329 -1.697 4.676
C 2.064 -3.033 4.552
C 2.856 -3.280 5.834
C 3.045 -3.042 3.379
C 4.895 1.198 2.809
O 5.886 0.459 3.077
O 4.489 2.201 3.440
P 2.738 2.850 -0.014
O 1.993 2.441 -1.492
Cl 4.358 4.091 -0.626
H 3.307 -4.991 0.128
H 1.911 -5.308 -0.956
H 1.658 -4.627 0.650
H 0.464 -3.239 -0.974
H 1.124 -2.296 0.358
H 1.893 -0.575 -1.121
H 0.337 -1.057 -1.696
H 2.418 -2.681 -2.987
H 1.182 -1.674 -3.682
H 2.699 0.305 -2.948
H 2.919 -0.557 -4.458
H 5.078 -0.741 -3.954
H 4.605 -1.973 -2.810
H 4.650 0.980 -2.051
H 6.104 0.047 -2.093
H 5.799 -0.788 -0.060
H 4.326 -1.557 -0.562
H 2.154 0.335 3.432
H 0.707 0.798 2.514
H 0.639 -2.013 2.662
H -0.888 -0.012 4.336
H -1.341 -1.709 4.070
H -1.296 -0.609 2.715
H 2.057 -0.974 5.021
H 0.567 -1.793 5.454
H 1.342 -3.834 4.400
H 2.201 -3.617 6.636
H 3.350 -2.372 6.156
H 3.617 -4.034 5.646
H 4.000 -2.620 3.661
H 2.662 -2.561 2.488
H 3.247 -4.083 3.120
H 2.670 2.045 -2.050
C -2.381 -0.713 -8.303
O -2.872 -0.606 -6.990
C -2.388 -1.646 -6.153
C -2.504 -1.273 -4.691
O -1.478 -0.414 -4.231
C -1.546 0.955 -4.626
C -2.558 1.781 -3.871
O -3.880 1.581 -4.358
C -4.850 1.918 -3.395
H -2.706 -1.650 -8.775
H -2.776 0.125 -8.874
H -1.286 -0.660 -8.319
H -1.338 -1.862 -6.383
H -2.989 -2.548 -6.343
H -2.378 -2.191 -4.112
H -3.495 -0.874 -4.463
H -1.667 1.042 -5.708
H -0.569 1.365 -4.364
H -2.310 2.845 -3.974
H -2.488 1.501 -2.814
H -4.744 1.297 -2.498
H -5.830 1.733 -3.833
H -4.779 2.975 -3.113
C -5.972 1.793 4.503
O -5.164 2.336 3.491
C -5.363 3.728 3.326
C -4.191 4.367 2.614
O -3.072 4.613 3.445
C -2.267 3.489 3.801
C -1.384 2.983 2.686
O -2.137 2.194 1.777
C -1.491 2.101 0.525
H -7.038 1.910 4.268
H -5.741 0.733 4.577
H -5.760 2.265 5.471
H -5.497 4.211 4.303
H -6.274 3.877 2.726
H -4.516 5.356 2.280
H -3.911 3.794 1.727
H -2.877 2.684 4.214
H -1.616 3.853 4.598
H -0.586 2.364 3.110
H -0.930 3.834 2.166
H -1.379 3.093 0.073
H -2.113 1.488 -0.126
H -0.508 1.629 0.622

Entry 3:
121
Properties=species:S:1:pos:R:3 method="wB97M-V/def2-TZVPD" e_above_lowest_kj_mol=244.0 total_charge=+1 energy_ha=-6577.1879 orbital_gap_ha=0.212 homo_ev=-9.5508
O 2.922 -2.650 -5.530
N 3.605 -2.806 -4.603
O 4.541 -1.699 -4.582
C 3.797 -0.555 -4.550
C 4.004 0.517 -5.519
C 3.122 1.677 -5.415
N 2.201 1.677 -4.431
C 1.303 2.880 -4.383
C -0.120 2.506 -4.977
C -1.212 2.285 -3.889
F -1.532 3.561 -3.419
F -0.726 1.627 -2.780
C -2.561 1.683 -4.416
F -3.541 1.883 -3.477
F -2.959 2.436 -5.504
C -2.515 0.188 -4.886
F -3.797 -0.123 -5.285
F -1.719 -0.042 -5.967
C -2.138 -0.872 -3.779
F -0.812 -1.200 -3.779
F -2.543 -0.564 -2.532
F -2.788 -2.031 -4.116
N 1.974 0.783 -3.509
C 2.724 -0.307 -3.553
H 4.794 0.447 -6.289
H 3.276 2.486 -6.150
H 1.740 3.678 -5.031
H 1.266 3.279 -3.344
H 0.035 1.637 -5.658
H -0.428 3.374 -5.613
H 2.527 -1.118 -2.782
C -1.365 2.218 0.308
S 0.280 2.696 0.861
O 1.267 2.013 -0.034
C 0.235 1.784 2.414
H -1.534 2.654 -0.675
H -1.435 1.133 0.241
H -2.110 2.599 1.004
H 0.067 0.724 2.215
H -0.559 2.180 3.046
H 1.193 1.911 2.917
C -5.145 -0.346 -1.107
S -5.264 1.002 0.082
O -3.930 1.123 0.740
C -6.361 0.150 1.230
H -4.471 -0.040 -1.899
H -4.753 -1.240 -0.619
H -6.130 -0.549 -1.531
H -5.894 -0.775 1.571
H -7.308 -0.064 0.735
H -6.538 0.804 2.083
C -1.301 -4.112 -8.056
S 0.157 -3.218 -7.489
O 0.586 -2.316 -8.595
C 1.260 -4.643 -7.496
H -2.119 -3.400 -8.163
H -1.099 -4.580 -9.020
H -1.574 -4.868 -7.319
H 1.298 -5.077 -8.496
H 0.904 -5.382 -6.777
H 2.254 -4.308 -7.207
C -1.344 0.437 6.652
S 0.121 1.247 7.312
O 0.667 2.130 6.232
C 1.146 -0.232 7.367
H -2.114 1.192 6.500
H -1.109 -0.041 5.699
H -1.704 -0.305 7.366
H 1.224 -0.664 6.374
H 0.709 -0.952 8.057
H 2.139 0.049 7.720
C 6.947 -3.928 -8.058
S 6.660 -3.707 -6.293
O 5.602 -2.654 -6.138
C 8.245 -2.930 -5.937
H 6.054 -4.371 -8.498
H 7.144 -2.963 -8.527
H 7.794 -4.599 -8.208
H 8.359 -2.027 -6.538
H 9.050 -3.633 -6.155
H 8.269 -2.669 -4.880
C -5.489 3.405 8.867
S -5.124 2.974 7.157
O -4.053 1.936 7.177
C -4.331 4.530 6.728
H -5.956 2.545 9.345
H -4.566 3.657 9.392
H -6.178 4.250 8.890
H -3.481 4.702 7.388
H -5.049 5.346 6.817
H -3.985 4.466 5.697
C 3.192 -4.594 6.054
S 1.638 -3.789 5.630
O 1.284 -2.874 6.749
C 0.616 -5.265 5.790
H 3.979 -3.841 6.053
H 3.120 -5.043 7.045
H 3.422 -5.358 5.310
H 0.707 -5.671 6.798
H 0.930 -6.006 5.055
H -0.421 -4.986 5.603
C -0.600 -2.486 -0.992
S 0.999 -1.957 -0.364
O 2.050 -2.596 -1.221
C 0.914 -2.882 1.176
H -0.739 -2.046 -1.979
H -0.633 -3.574 -1.071
H -1.387 -2.135 -0.322
H 0.794 -3.946 0.968
H 0.078 -2.516 1.772
H 1.844 -2.721 1.721
C -0.709 5.819 5.635
S -1.037 6.144 7.376
O -2.041 7.244 7.444
C 0.575 6.861 7.740
H -1.609 5.397 5.189
H -0.452 6.749 5.125
H 0.109 5.101 5.546
H 0.750 7.725 7.099
H 1.350 6.110 7.583
H 0.582 7.175 8.783

Entry 4:
102
Properties=species:S:1:pos:R:3 method="wB97M-V/def2-TZVPD" total_charge=+1 energy_ha=-2572.1145 orbital_gap_ha=0.266 homo_ev=-11.1894
C -8.336 -0.869 1.102
O -9.081 -0.167 0.018
C -8.136 0.448 -0.944
C -7.091 -0.703 -1.543
C -6.628 -0.317 -3.095
C -5.250 -1.159 -3.446
C -5.230 -1.757 -4.995
C -4.322 -3.160 -4.914
C -5.272 -4.482 -4.545
C -4.506 -5.509 -3.470
C -4.019 -6.802 -4.352
C -2.697 -7.581 -3.776
C -1.476 -6.606 -3.278
C -1.554 -6.284 -1.638
C -1.025 -4.709 -1.495
C 0.532 -4.292 -1.824
N 0.449 -2.789 -1.577
C -0.975 -2.379 -1.146
N -1.933 -3.563 -1.086
H -7.250 -0.458 1.258
H -8.924 -0.669 2.110
H -8.369 -2.031 0.912
H -7.560 1.298 -0.349
H -8.689 0.972 -1.833
H -7.599 -1.776 -1.537
H -6.094 -0.687 -0.903
H -6.306 0.830 -3.087
H -7.488 -0.482 -3.883
H -5.208 -2.051 -2.675
H -4.311 -0.488 -3.240
H -6.325 -1.955 -5.356
H -4.648 -0.954 -5.655
H -3.535 -2.954 -4.051
H -3.732 -3.290 -5.924
H -5.448 -5.025 -5.593
H -6.300 -4.143 -4.098
H -5.308 -5.751 -2.642
H -3.645 -4.874 -2.997
H -3.876 -6.556 -5.489
H -4.914 -7.591 -4.304
H -2.960 -8.325 -2.912
H -2.262 -8.216 -4.688
H -1.622 -5.545 -3.798
H -0.402 -7.005 -3.543
H -0.878 -7.026 -1.022
H -2.686 -6.361 -1.269
H 1.428 -4.964 -2.174
H 1.282 -2.142 -1.700
H -1.250 -1.260 -0.925
H -2.954 -3.608 -0.830
O 1.726 3.657 -1.342
P 2.980 2.750 -1.397
O 3.161 2.863 -3.040
C 3.637 4.083 -3.580
C 5.113 4.281 -3.286
O 2.146 1.311 -1.382
C 0.849 1.229 -0.813
C -0.216 1.412 -1.880
O 4.381 1.737 -1.459
C 5.340 1.975 -0.441
C 4.745 1.873 0.951
H 3.048 4.923 -3.202
H 3.487 4.036 -4.664
H 5.269 4.488 -2.224
H 5.511 5.125 -3.856
H 5.685 3.382 -3.532
H 0.733 1.948 0.005
H 0.748 0.233 -0.370
H -0.068 2.328 -2.458
H -1.214 1.438 -1.433
H -0.175 0.582 -2.597
H 5.793 2.959 -0.592
H 6.130 1.226 -0.556
H 4.020 2.675 1.129
H 5.528 1.955 1.711
H 4.216 0.924 1.082
O 4.886 2.833 4.909
P 5.134 3.648 6.202
O 3.616 3.399 6.816
C 3.298 2.114 7.318
C 4.003 1.842 8.634
O 4.837 5.136 5.519
C 5.016 5.345 4.128
C 3.705 5.153 3.385
O 5.411 4.559 7.646
C 6.669 4.336 8.265
C 7.831 4.582 7.321
H 3.542 1.345 6.579
H 2.214 2.088 7.476
H 5.076 1.706 8.474
H 3.614 0.933 9.102
H 3.879 2.680 9.326
H 5.807 4.700 3.731
H 5.358 6.377 3.993
H 3.242 4.188 3.609
H 3.856 5.226 2.304
H 2.985 5.922 3.691
H 6.703 3.316 8.657
H 6.739 5.021 9.115
H 7.842 3.845 6.511
H 8.783 4.507 7.856
H 7.757 5.571 6.858